1.
Here is 2 unconnected molecules or ions with the total composition C4H14N2 at a distorted geometry from OMol25. Energies are from ωB97M-V/def2-TZVPD.

Each line ends with the Mulliken charge.
Cartesian coordinates (Å):
C1 -1.6047 3.1029 -1.1068  -1.006
C2 -1.3662 2.0197 -0.1205  -0.276
N1 -0.1064 2.0208 0.6204  -0.501
H1 -1.0832 2.9684 -2.0389  0.296
H2 -1.1653 3.9568 -0.6499  0.270
H3 -2.6613 3.1459 -1.1875  0.309
H4 -1.3941 1.0656 -0.6351  0.307
H5 -2.0895 2.0988 0.7128  0.269
H6 0.0222 2.9404 1.1458  0.176
H7 0.7216 1.6756 0.2948  0.157
C3 0.5143 -2.5155 1.4855  -0.874
N2 1.6257 -2.1875 0.4930  -0.383
C4 1.4551 -2.7560 -0.8870  -0.807
H8 -0.4964 -2.5261 1.1516  0.280
H9 0.6673 -1.7090 2.2506  0.327
H10 0.9064 -3.3927 1.9539  0.352
H11 1.6688 -1.1448 0.4021  0.217
H12 1.1981 -3.8670 -0.8842  0.274
H13 0.7508 -2.4167 -1.4580  0.374
H14 2.4368 -2.4796 -1.5427  0.239

Forces on the atoms, in the same order (eV/Å):
C 0.8 -0.1 0.3
C 1.1 -1.2 1.2
N -2.2 3.1 2.6
H -0.1 -0.2 -0.5
H -0.2 1.3 0.2
H -1.0 0.6 -0.7
H -0.5 -0.4 0.3
H -0.3 -0.4 -0.8
H 0.0 -1.9 -1.1
H 2.2 -0.9 -1.5
C 3.3 1.9 0.2
N -1.4 0.8 -1.1
C 5.7 -2.2 2.3
H -0.7 -0.2 -0.5
H -0.6 -0.7 -0.5
H -0.7 -1.0 0.3
H -0.1 -1.4 0.0
H 1.1 1.2 0.4
H -4.7 2.8 -2.9
H -1.9 -1.2 1.7

For the total energy, the calculation gives -270.2190 Ha. Its structure (SMILES) is CCN.CNC. The relative energy (zero: lowest compared OMol25 entry of this formula, charge and spin) comes out at 200.9 kJ/mol. Its strongest force on any atom is 6.5 eV/A.



2.
Here is a molecular structure, C20H52FInN11O25S at a distorted geometry from OMol25. Energies are from ωB97M-V/def2-TZVPD.

Each line ends with the Mulliken charge.
Cartesian coordinates (Å):
C1 -4.9858 -1.8518 -2.0785  -0.571
O1 -5.8717 -0.7641 -1.9005  -0.403
C2 -5.9430 -0.3128 -0.5562  -0.891
C3 -4.7969 0.6256 -0.1950  0.608
C4 -4.7161 0.9443 1.3174  -0.924
C5 -3.3414 0.6977 1.9574  -0.360
C6 -2.4368 1.9586 2.0417  -1.264
In1 -0.5946 1.8622 0.7731  0.994
F1 -0.1895 3.7635 0.0285  -0.819
S1 -0.9324 0.3200 -1.1971  -0.521
C7 1.2089 1.2297 1.9457  -1.122
C8 1.2035 -0.2591 2.2713  -0.472
C9 0.2896 -0.6538 3.4226  0.496
O2 -0.5244 0.0317 3.9394  -0.505
O3 0.4870 -1.9483 3.8500  -0.546
H1 -5.5290 -2.7364 -2.4199  0.074
H2 -4.2041 -1.6084 -2.8051  0.314
H3 -4.4575 -2.1065 -1.1533  0.327
H4 -5.9916 -1.1704 0.1279  0.436
H5 -6.8893 0.2318 -0.4671  0.361
H6 -3.8547 0.1825 -0.5234  -0.416
H7 -4.9249 1.5454 -0.7719  0.228
H8 -5.4375 0.2844 1.8216  0.434
H9 -5.0808 1.9597 1.4853  0.336
H10 -2.8112 -0.1165 1.4535  0.293
H11 -3.5213 0.3564 2.9821  0.297
H12 -2.1793 2.2255 3.0660  0.386
H13 -3.0304 2.8018 1.6603  0.519
H14 -1.8142 -0.6103 -0.7812  -0.039
H15 1.3927 1.8726 2.8086  0.396
H16 2.0510 1.3907 1.2650  0.334
H17 2.2078 -0.5650 2.5966  0.349
H18 0.9450 -0.8683 1.4007  0.362
H19 0.6064 -2.4741 3.0406  0.454
C10 0.2130 4.9645 -2.9177  -0.432
N1 0.6167 5.3245 -4.3037  0.951
O4 1.7792 5.1609 -4.6227  -0.562
O5 -0.2473 5.7655 -5.0376  -0.582
H20 1.0790 4.5939 -2.3849  0.288
H21 -0.1673 5.8600 -2.4455  0.024
H22 -0.5570 4.2008 -2.9820  0.295
C11 -9.0017 -3.2792 -3.5447  -0.734
N2 -8.2408 -4.1970 -2.6541  0.900
O6 -7.4449 -3.6976 -1.8938  -0.496
O7 -8.4750 -5.3888 -2.7560  -0.567
H23 -8.6834 -2.2629 -3.3381  0.276
H24 -8.7777 -3.5609 -4.5694  0.307
H25 -10.0570 -3.4151 -3.3268  0.290
C12 1.0644 9.0708 0.0210  -0.634
N3 1.0053 7.8940 -0.8836  0.920
O8 1.6904 6.9338 -0.6191  -0.468
O9 0.2498 7.9874 -1.8385  -0.536
H26 1.7629 8.8645 0.8234  0.304
H27 1.3826 9.9241 -0.5713  0.307
H28 0.0591 9.2106 0.4056  0.124
C13 3.8674 3.9256 1.5213  -0.750
N4 4.5918 3.0594 2.4895  0.922
O10 5.3529 3.5963 3.2790  -0.558
O11 4.3778 1.8721 2.4252  -0.495
H29 4.1624 4.9553 1.6861  0.356
H30 4.1430 3.5965 0.5239  0.268
H31 2.8010 3.7941 1.6904  0.253
C14 2.1787 -5.4758 1.7466  -0.791
N5 2.0684 -4.0834 1.2337  0.921
O12 1.0961 -3.4190 1.5474  -0.665
O13 2.9499 -3.6989 0.5028  -0.494
H32 1.3285 -5.6911 2.3841  0.321
H33 2.1912 -6.1214 0.8748  0.306
H34 3.1107 -5.5471 2.2999  0.312
C15 7.2694 4.3159 5.7879  -0.673
N6 7.6434 5.2857 6.8549  0.862
O14 6.7676 5.9879 7.3164  -0.518
O15 8.8110 5.3081 7.1928  -0.537
H35 6.2087 4.4048 5.5891  0.325
H36 7.8515 4.5612 4.9051  0.261
H37 7.5165 3.3226 6.1503  0.284
C16 4.6540 -5.3750 -2.8511  -0.538
N7 4.3727 -6.2267 -1.6641  0.984
O16 3.2943 -6.0700 -1.1381  -0.536
O17 5.2334 -7.0076 -1.2976  -0.610
H38 3.7906 -4.7286 -2.9948  0.135
H39 5.5430 -4.7914 -2.6274  0.301
H40 4.8229 -6.0296 -3.7015  0.291
C17 7.6836 -6.9780 0.8054  -0.612
N8 8.3103 -6.2553 1.9467  0.882
O18 7.5764 -5.6784 2.7217  -0.514
O19 9.5224 -6.2966 2.0222  -0.547
H41 6.6089 -6.8571 0.8623  0.257
H42 8.0748 -6.5457 -0.1104  0.260
H43 7.9645 -8.0236 0.8905  0.273
C18 1.1097 -1.5648 -3.3227  -0.700
N9 2.3507 -2.2473 -3.7873  0.965
O20 3.2752 -1.5607 -4.1622  -0.540
O21 2.3600 -3.4672 -3.7518  -0.632
H44 1.2529 -0.4944 -3.4085  0.336
H45 0.2955 -1.9058 -3.9554  0.289
H46 0.9432 -1.8536 -2.2883  0.239
C19 -2.8826 7.5025 0.6019  -0.729
N10 -2.6675 8.5154 1.6750  0.915
O22 -3.6337 9.1065 2.1072  -0.546
O23 -1.5205 8.6736 2.0484  -0.554
H47 -3.9410 7.4648 0.3726  0.311
H48 -2.3035 7.8147 -0.2637  0.249
H49 -2.5262 6.5465 0.9778  0.345
C20 -6.4724 -8.0735 -3.1895  -0.603
N11 -5.2136 -7.8517 -3.9531  0.863
O24 -4.6913 -8.8179 -4.4748  -0.544
O25 -4.7969 -6.7144 -4.0037  -0.515
H50 -6.7194 -9.1280 -3.2358  0.324
H51 -6.2965 -7.7550 -2.1666  0.264
H52 -7.2456 -7.4674 -3.6513  0.209

Forces on the atoms, in the same order (eV/Å):
C 0.5 -0.1 -0.1
O -0.1 -0.2 0.0
C -0.1 0.3 0.0
C 0.1 0.1 0.1
C -0.3 -0.8 -0.4
C 0.2 0.7 0.8
C -0.3 0.3 -1.1
In -0.3 0.1 1.3
F 0.0 -0.4 -0.1
S 0.1 -0.1 -0.3
C -0.3 0.2 -1.2
C 0.2 0.4 0.8
C 0.6 -0.7 -0.9
O -0.5 0.8 0.8
O -0.5 0.1 -0.3
H 0.1 0.2 0.0
H -0.1 0.1 -0.1
H -0.1 0.0 0.0
H 0.1 0.0 0.0
H 0.0 -0.1 0.0
H 0.0 0.0 0.0
H 0.1 -0.1 -0.1
H 0.0 0.1 0.0
H 0.2 0.0 0.2
H -0.3 -0.1 -0.1
H 0.1 -0.1 -0.1
H 0.2 -0.2 0.0
H 0.1 0.0 0.0
H 0.1 0.3 0.2
H -0.2 -0.2 0.1
H 0.0 0.0 0.1
H -0.1 -0.2 -0.1
H 0.0 0.0 0.0
H 0.4 -0.1 0.4
C 0.1 -0.3 0.1
N 0.0 0.0 0.1
O -0.1 0.1 -0.1
O 0.1 0.0 0.0
H 0.0 0.0 0.0
H -0.1 0.0 -0.1
H 0.0 0.0 0.0
C 0.0 0.2 0.0
N 0.0 0.1 0.0
O -0.2 -0.3 0.1
O 0.0 0.1 0.0
H 0.1 -0.1 0.0
H -0.1 -0.1 0.0
H 0.0 -0.1 -0.1
C 0.0 0.1 0.1
N 0.0 0.1 0.0
O 0.0 0.0 -0.1
O 0.1 0.0 0.2
H 0.0 -0.1 0.0
H -0.1 0.0 0.0
H 0.0 0.1 0.0
C -0.1 0.3 0.0
N 0.0 0.0 -0.1
O 0.0 0.0 0.0
O 0.2 0.0 0.1
H 0.1 0.0 0.1
H -0.1 -0.1 0.0
H 0.0 -0.1 -0.1
C -0.2 -0.1 0.2
N 0.1 0.1 -0.2
O -0.1 -0.3 -0.1
O 0.0 0.0 0.1
H 0.0 0.2 0.0
H 0.1 0.0 0.0
H 0.1 0.0 -0.1
C -0.2 0.0 0.0
N 0.0 0.0 0.0
O 0.1 0.0 0.0
O -0.1 0.0 0.0
H 0.0 0.0 0.0
H 0.1 -0.1 0.0
H 0.1 0.0 0.0
C -0.2 0.2 0.0
N 0.0 0.2 -0.2
O 0.0 -0.4 0.2
O -0.1 0.0 0.1
H 0.2 -0.2 -0.1
H 0.1 -0.1 0.0
H 0.1 0.0 0.1
C -0.2 0.0 0.0
N 0.0 0.0 0.0
O 0.1 0.0 0.0
O -0.1 0.0 0.0
H 0.0 0.0 0.0
H 0.1 -0.1 0.0
H 0.1 0.0 0.0
C 0.1 0.1 0.0
N -0.1 0.1 0.1
O 0.1 -0.1 0.0
O -0.1 0.1 -0.1
H 0.0 -0.1 0.0
H 0.0 -0.1 0.1
H 0.0 0.0 -0.1
C -0.1 -0.1 0.0
N -0.1 -0.2 -0.1
O 0.1 0.0 0.0
O -0.1 0.1 0.0
H 0.0 0.1 0.0
H 0.1 -0.1 0.0
H 0.1 0.0 0.0
C -0.1 -0.2 0.0
N 0.0 -0.1 0.0
O 0.0 0.1 0.0
O 0.0 -0.1 0.0
H 0.1 0.0 0.0
H 0.0 0.1 0.0
H 0.0 0.1 0.1

For the total energy, the calculation gives -3963.7998 Ha. The charge is -1. Its strongest force on any atom is 1.3 eV/A.



3.
Here is a single C2H6 molecule at a distorted geometry from OMol25. Energies are from ωB97M-V/def2-TZVPD.

Each line ends with the Mulliken charge.
Cartesian coordinates (Å):
C1 0.7869 -0.0425 -0.0656  -0.797
C2 -0.7641 -0.0167 -0.0496  -0.778
H1 1.1836 -0.9692 0.1075  0.315
H2 1.2727 0.3508 -0.9339  0.279
H3 1.0960 0.5592 0.9457  0.198
H4 -0.9972 1.0575 -0.0122  0.252
H5 -1.3118 -0.2559 0.8737  0.293
H6 -1.2661 -0.6832 -0.8656  0.239

Forces on the atoms, in the same order (eV/Å):
C -1.3 2.5 3.7
C -0.5 -0.1 -0.9
H 0.9 -2.6 0.3
H -0.1 0.6 -0.5
H -0.3 -1.1 -2.6
H -0.5 -0.2 -1.3
H 1.0 -0.8 0.2
H 0.9 1.7 1.1

For the total energy, the calculation gives -79.7638 Ha. Its structure (SMILES) is CC. The relative energy (zero: lowest compared OMol25 entry of this formula, charge and spin) comes out at 73.9 kJ/mol. Its strongest force on any atom is 4.6 eV/A.